9
Properties=species:S:1:pos:R:3:lowdin_charge:R:1 method="wB97M-V/def2-TZVPD" e_above_lowest_ev=1.275 smiles="C#CC([O-])=S(=O)(F)F" orbital_gap_ev=8.019 charge=-1
C 0.0512 -0.2243 0.0580 0.14
C 0.3201 -0.5709 -1.0437 -0.11
C 0.5374 -0.3595 -2.4484 -0.55
O 1.2497 -0.7897 -3.3146 0.05
S -0.5776 1.0672 -2.9929 0.97
O -0.3503 0.9882 -4.3953 -0.44
F -0.2048 2.8423 -2.6334 -0.56
F -1.6330 -0.5504 -2.7533 -0.50
H -0.2420 0.0703 0.9804 0.00



8
Properties=species:S:1:pos:R:3:lowdin_spin:R:1 method="wB97M-V/def2-TZVPD" e_above_lowest_ev=1.886 orbital_gap_ev="9.022 / 9.919" multiplicity=3 charge=0 s_squared=2.01
C -0.7170 0.0646 -0.1516 0.28
C -1.3376 1.3284 -0.5852 1.29
C 0.7222 -0.3390 0.0172 0.02
O -1.0757 1.1865 0.6507 0.39
F 1.6061 0.5836 -0.5098 0.01
F 1.0726 -0.4944 1.3329 0.01
F 0.9400 -1.4625 -0.6663 0.00
H -1.2106 -0.8672 -0.0879 0.01



7
Properties=species:S:1:pos:R:3:lowdin_spin:R:1 method="wB97M-V/def2-TZVPD" orbital_gap_ev="5.084 / 5.554" multiplicity=6 charge=0 s_squared=8.78
O -3.3763 0.2155 0.4372 0.10
C -2.2233 0.0442 -0.0032 0.09
C -1.1329 0.4768 -0.6833 0.37
C -0.9740 -0.9832 -0.1944 0.25
H -1.0981 -1.8908 -0.8115 0.05
F 3.3186 0.0662 0.3236 0.02
Ho 1.3242 -0.0219 -0.0696 4.12



8
Properties=species:S:1:pos:R:3:lowdin_spin:R:1 method="wB97M-V/def2-TZVPD" orbital_gap_ev="9.636 / 5.694" multiplicity=6 charge=+1 s_squared=8.77
F -1.1880 -2.2933 0.6167 0.36
O 1.3904 0.7090 0.2533 0.29
O -0.2578 2.2613 0.0349 0.12
C 1.6919 -0.4398 -0.2885 0.20
C 1.9218 -1.2861 -1.1292 0.41
C -0.0126 1.1311 0.3449 0.13
H 2.0834 -2.2335 -1.6102 0.01
Ru -1.3095 -0.5413 0.0982 3.48